Formula: Cl2O2P
Source: the OMol25 dataset
Level of theory: wB97M-V/def2-TZVPD

```
5
Properties=species:S:1:pos:R:3:forces:R:3
O 1.335140 -0.648525 1.401670 -4.2135 1.3337 -4.8060
O 0.416599 -0.469052 -1.538763 -0.0290 -0.2848 -0.5058
P 0.083462 -0.143959 -0.153826 4.8467 -1.5306 4.9991
Cl 0.029707 1.872210 0.081395 -0.1676 0.7216 0.0434
Cl -1.864910 -0.610673 0.209526 -0.4366 -0.2398 0.2694
```
Positions in Å, forces in eV/Å.

Properties
multiplicity	1
HOMO energy	-4.52	eV
net charge	-1
SMILES	O=P([O-])(Cl)Cl
relative energy (zero: lowest compared OMol25 entry of this formula, charge and spin)	298.3	kJ/mol
orbital gap	8.00	eV